#i
{"formula": "C3H3NO3", "method": "the ωB97M-V functional and the def2-TZVPD basis", "homo_ev": -11.192, "spin_multiplicity": 1, "symbols": ["N", "C", "O", "C", "O", "C", "O", "H", "H", "H"], "coordinates": [[-1.11, 1.30, -1.19], [-0.40, 0.58, -0.46], [0.97, 0.70, -0.19], [1.24, -0.28, 0.73], [2.28, -0.80, 0.93], [-0.70, -0.69, 0.27], [-0.04, -0.49, 1.50], [-0.61, 2.08, -1.62], [0.10, -1.35, -0.23], [-1.74, -1.05, 0.25]]}


#ii
{"formula": "C3H3NO3", "method": "the ωB97M-V functional and the def2-TZVPD basis", "smiles": "[H]/N=C(/C=O)OC=O", "homo_ev": -10.646, "spin_multiplicity": 1, "symbols": ["N", "C", "O", "C", "O", "C", "O", "H", "H", "H"], "coordinates": [[-1.16, -1.12, -1.14], [-0.31, -0.49, -0.45], [0.09, 0.80, -0.76], [0.31, 1.65, 0.29], [0.10, 1.39, 1.44], [0.42, -1.24, 0.64], [1.60, -1.08, 0.85], [-1.51, -0.54, -1.91], [0.66, 2.61, -0.11], [-0.21, -1.97, 1.17]]}


#iii
{"formula": "C3H3NO3", "method": "the ωB97M-V functional and the def2-TZVPD basis", "smiles": "O=C1CC=[N+]([O-])O1", "homo_ev": -9.878, "spin_multiplicity": 1, "symbols": ["C", "C", "C", "N", "O", "O", "O", "H", "H", "H"], "coordinates": [[1.52, 1.37, 0.00], [0.20, 0.56, 0.00], [0.64, -0.87, 0.00], [1.92, -0.94, 0.00], [1.68, 2.55, 0.00], [2.51, 0.45, 0.01], [2.72, -1.84, 0.00], [-0.40, 0.82, 0.88], [-0.40, 0.83, -0.88], [0.02, -1.75, 0.00]]}


#ii wins, 73.6 kJ/mol ahead of the next structure.


#i
{"formula": "C3H3NO3", "method": "the ωB97M-V functional and the def2-TZVPD basis", "smiles": "O=c1occn1O", "homo_ev": -9.135, "spin_multiplicity": 1, "symbols": ["C", "C", "C", "H", "H", "H", "N", "O", "O", "O"], "coordinates": [[0.73, 0.65, -0.45], [0.85, 1.05, 0.84], [-0.68, -0.65, 0.76], [-1.17, -1.71, -1.57], [1.02, 1.36, -1.33], [1.36, 2.03, 1.19], [-0.32, -0.29, -0.55], [-0.21, -1.28, -1.59], [-0.05, 0.36, 1.60], [-1.53, -1.52, 1.10]]}


#ii
{"formula": "C3H3NO3", "method": "the ωB97M-V functional and the def2-TZVPD basis", "homo_ev": -9.354, "spin_multiplicity": 1, "symbols": ["N", "C", "O", "C", "O", "C", "O", "H", "H", "H"], "coordinates": [[1.61, 0.17, 0.34], [0.40, 0.43, 0.22], [-0.40, 0.47, -0.90], [-0.42, -0.61, -1.73], [0.17, -1.64, -1.55], [-0.49, 0.04, 2.30], [-0.36, 0.88, 1.28], [2.03, -0.14, -0.53], [-1.08, -0.38, -2.57], [-1.10, 0.66, 3.00]]}


#iii
{"formula": "C3H3NO3", "method": "the ωB97M-V functional and the def2-TZVPD basis", "smiles": "[H]/N=C(/C=O)OC=O", "homo_ev": -10.672, "spin_multiplicity": 1, "symbols": ["N", "C", "O", "C", "O", "C", "O", "H", "H", "H"], "coordinates": [[1.02, -1.66, -0.19], [0.49, -0.53, -0.04], [-0.11, 0.16, -1.08], [-1.27, 0.83, -0.81], [-1.87, 0.77, 0.23], [0.71, 0.20, 1.27], [0.90, 1.39, 1.31], [0.89, -2.00, -1.15], [-1.57, 1.39, -1.70], [0.75, -0.46, 2.15]]}


#iv
{"formula": "C3H3NO3", "method": "the ωB97M-V functional and the def2-TZVPD basis", "smiles": "[H]/N=C(/C=O)OC=O", "homo_ev": -10.509, "spin_multiplicity": 1, "symbols": ["N", "C", "O", "C", "O", "C", "O", "H", "H", "H"], "coordinates": [[-1.11, 0.72, -1.50], [-0.50, 0.29, -0.49], [0.90, 0.39, -0.41], [1.59, -0.46, 0.39], [1.11, -1.29, 1.12], [-1.27, -0.22, 0.71], [-2.27, -0.87, 0.56], [-0.47, 1.08, -2.21], [2.66, -0.28, 0.24], [-0.89, 0.09, 1.70]]}


#iii wins, 17.7 kJ/mol ahead of the next structure.


#i
{"formula": "C5H14NP", "method": "the ωB97M-V functional and the def2-TZVPD basis", "smiles": "C[PH2]=N.C/C=C/C", "homo_ev": -7.779, "spin_multiplicity": 1, "symbols": ["C", "C", "C", "C", "C", "N", "P", "H", "H", "H", "H", "H", "H", "H", "H", "H", "H", "H", "H", "H", "H"], "coordinates": [[-1.21, -2.01, -0.37], [-1.57, 1.94, 0.40], [2.56, -1.07, 0.09], [-1.56, -0.49, 0.13], [-1.33, 0.69, -0.49], [1.08, 0.83, -1.18], [1.57, 0.49, 0.22], [-0.92, -1.90, -1.38], [-0.29, -2.01, 0.24], [-1.87, -2.64, 0.03], [-1.65, 2.93, 0.02], [-2.56, 1.68, 0.80], [-0.94, 1.85, 1.19], [3.58, -0.85, -0.41], [2.10, -1.92, -0.40], [2.78, -1.24, 1.12], [-1.79, -0.51, 1.17], [0.56, 0.34, 1.24], [-1.55, 0.90, -1.60], [0.50, 1.58, -1.22], [2.51, 1.40, 0.43]]}


#ii
{"formula": "C5H14NP", "method": "the ωB97M-V functional and the def2-TZVPD basis", "homo_ev": [-7.729, -7.463], "spin_multiplicity": 1, "symbols": ["C", "C", "C", "C", "C", "N", "P", "H", "H", "H", "H", "H", "H", "H", "H", "H", "H", "H", "H", "H", "H"], "coordinates": [[-0.24, -0.50, 3.16], [1.79, 0.94, 0.57], [0.76, 1.05, -1.62], [-0.13, -1.83, -0.82], [-2.16, 0.43, -0.33], [0.55, 0.78, -0.24], [-0.55, -0.31, 0.30], [0.59, -1.29, 3.11], [-1.19, -0.75, 3.60], [1.41, 0.87, 1.57], [2.45, 0.13, 0.38], [2.16, 1.90, 0.22], [-0.19, 1.42, -2.12], [1.41, 1.90, -1.61], [1.22, 0.13, -1.89], [-0.06, -1.61, -1.95], [0.62, -2.40, -0.36], [-1.04, -2.39, -0.59], [-2.97, 0.14, 0.36], [-1.98, 1.42, -0.45], [-2.46, -0.02, -1.29]]}


#iii
{"formula": "C5H14NP", "method": "the ωB97M-V functional and the def2-TZVPD basis", "homo_ev": [-7.274, -6.525], "spin_multiplicity": 1, "symbols": ["C", "C", "C", "C", "C", "N", "P", "H", "H", "H", "H", "H", "H", "H", "H", "H", "H", "H", "H", "H", "H"], "coordinates": [[0.30, -2.33, -1.79], [-1.56, 2.31, 0.49], [-0.97, 0.47, 1.75], [2.30, 0.67, -0.54], [-0.14, -1.48, -0.57], [-0.99, 0.93, 0.45], [-0.46, 0.29, -1.01], [-0.36, -3.18, -1.96], [0.19, -1.59, -2.66], [1.31, -2.81, -1.79], [-2.03, 2.34, 1.43], [-0.77, 2.96, 0.45], [-2.23, 2.54, -0.35], [-0.41, -0.44, 1.71], [-0.63, 1.22, 2.41], [-1.88, 0.02, 1.93], [2.87, 1.28, -1.20], [2.58, -0.37, -0.55], [1.86, 1.07, 0.46], [0.60, -1.30, 0.16], [-0.98, -1.92, -0.06]]}


#iii wins, 39.3 kJ/mol ahead of the next structure.


#i
{"formula": "C5H7NS", "method": "the ωB97M-V functional and the def2-TZVPD basis", "smiles": "N[C@@H]1C=C[C@@H]2S[C@H]12", "homo_ev": -8.658, "spin_multiplicity": 1, "symbols": ["C", "C", "C", "C", "C", "H", "H", "H", "H", "H", "H", "H", "N", "S"], "coordinates": [[-0.88, -0.13, 0.42], [-0.63, 1.14, -0.45], [0.67, 1.41, -0.48], [1.60, 0.66, 0.49], [0.65, -0.54, 0.85], [-1.06, -1.45, -1.38], [-1.78, -2.04, 0.03], [-1.58, -0.06, 1.34], [-1.38, 1.24, -1.34], [1.15, 2.02, -1.39], [2.37, 1.05, 1.30], [0.52, -1.27, 1.70], [-1.53, -1.08, -0.49], [1.89, -0.96, -0.58]]}


#ii
{"formula": "C5H7NS", "method": "the ωB97M-V functional and the def2-TZVPD basis", "smiles": "C=CN(C=C)C=S", "homo_ev": -8.411, "spin_multiplicity": 1, "symbols": ["C", "C", "C", "C", "C", "H", "H", "H", "H", "H", "H", "H", "N", "S"], "coordinates": [[-1.60, -0.33, 1.38], [-0.40, -0.78, 0.99], [0.97, -1.38, -0.89], [0.78, -2.70, -0.76], [0.42, 0.92, -0.59], [-2.16, 0.37, 0.80], [-2.03, -0.70, 2.28], [0.14, -1.51, 1.58], [1.71, -1.00, -1.58], [0.05, -3.13, -0.08], [1.39, -3.38, -1.33], [1.09, 0.97, -1.47], [0.30, -0.38, -0.18], [-0.20, 2.29, 0.02]]}


#ii wins, 169.4 kJ/mol ahead of the next structure.


#i
{"formula": "C3H8NO2", "method": "the ωB97M-V functional and the def2-TZVPD basis", "total_charge": 1, "homo_ev": -13.641, "spin_multiplicity": 1, "symbols": ["C", "C", "C", "O", "O", "N", "H", "H", "H", "H", "H", "H", "H", "H"], "coordinates": [[0.10, 0.55, 0.50], [0.30, -0.76, 0.14], [2.11, 0.20, 0.11], [2.51, -0.59, -0.83], [2.68, 1.06, 0.65], [-2.87, 0.20, -0.03], [-0.45, 1.11, -0.25], [0.38, 1.18, 1.33], [0.64, -1.60, 0.76], [0.34, -1.07, -0.90], [3.25, -0.22, -1.34], [-2.49, -0.63, 0.41], [-3.66, 0.57, 0.47], [-2.84, 0.02, -1.02]]}


#ii
{"formula": "C3H8NO2", "method": "the ωB97M-V functional and the def2-TZVPD basis", "total_charge": 1, "homo_ev": -15.351, "spin_multiplicity": 1, "symbols": ["C", "C", "N", "H", "H", "H", "H", "H", "H", "O", "C", "O", "H", "H"], "coordinates": [[-0.93, -1.28, -1.44], [-0.03, -0.65, -2.17], [-1.26, -0.72, -0.11], [-1.56, -2.10, -1.76], [0.30, -0.99, -3.14], [0.40, 0.27, -1.78], [-0.53, -1.02, 0.54], [-1.22, 0.32, -0.07], [-2.18, -1.01, 0.24], [-0.02, 1.64, 0.79], [1.04, 1.25, 1.16], [1.23, -0.06, 1.51], [1.95, 1.87, 1.21], [1.90, -0.03, 2.21]]}


#ii wins, 310.8 kJ/mol ahead of the next structure.


#i
{"formula": "C2H2O2", "method": "the ωB97M-V functional and the def2-TZVPD basis", "smiles": "O=CC=O", "homo_ev": -10.598, "spin_multiplicity": 1, "symbols": ["C", "C", "H", "H", "O", "O"], "coordinates": [[-0.65, -0.16, -0.10], [0.75, -0.02, 0.13], [-1.22, -0.19, 0.88], [1.56, -0.93, -0.19], [-1.19, -0.66, -1.07], [1.07, 0.92, 0.96]]}


#ii
{"formula": "C2H2O2", "method": "the ωB97M-V functional and the def2-TZVPD basis", "homo_ev": [-8.885, -8.321], "spin_multiplicity": 1, "symbols": ["C", "C", "O", "O", "H", "H"], "coordinates": [[0.38, -1.21, 2.43], [-0.26, -0.06, 0.32], [0.16, -1.10, 3.57], [0.11, -0.34, 1.48], [-1.06, -0.69, 0.04], [0.38, 0.53, -0.35]]}


#iii
{"formula": "C2H2O2", "method": "the ωB97M-V functional and the def2-TZVPD basis", "homo_ev": -9.072, "spin_multiplicity": 1, "symbols": ["C", "C", "O", "O", "H", "H"], "coordinates": [[1.17, 0.03, 0.04], [-0.78, -0.33, 0.01], [2.07, -0.63, 0.00], [0.31, 0.90, -0.02], [-1.21, 0.01, -0.86], [-1.56, 0.02, 0.84]]}


#iv
{"formula": "C2H2O2", "method": "the ωB97M-V functional and the def2-TZVPD basis", "homo_ev": [-7.536, -9.137], "spin_multiplicity": 1, "symbols": ["C", "C", "O", "O", "H", "H"], "coordinates": [[0.50, 1.28, 0.45], [-0.42, -1.05, -0.05], [1.20, 2.19, 0.30], [-0.23, 0.39, -0.12], [0.44, -1.56, -0.33], [-1.49, -1.24, -0.25]]}


#i wins, 146.6 kJ/mol ahead of the next structure.